This record from OMol25 describes a cluster of 15 separate species, C47H109N15O26 in total in a non-equilibrium geometry. The level of theory is ωB97M-V/def2-TZVPD.

Structure (XYZ):
```
197
Properties=species:S:1:pos:R:3
C 1.59 -0.94 6.98
N 0.75 0.11 6.36
O 0.64 1.13 7.05
O 0.20 -0.10 5.30
H 0.83 -1.60 7.42
H 2.22 -0.43 7.64
H 2.04 -1.48 6.13
C 3.34 1.26 -1.36
N 4.08 0.51 -0.27
O 4.40 -0.66 -0.46
O 4.30 1.09 0.78
H 3.37 2.35 -0.98
H 2.33 0.91 -1.26
H 3.73 1.13 -2.34
C -4.35 -5.44 0.48
N -4.70 -4.13 1.10
O -4.57 -3.97 2.30
O -5.07 -3.28 0.30
H -5.03 -5.51 -0.36
H -4.56 -6.24 1.25
H -3.27 -5.52 0.34
C -2.54 2.93 5.08
N -3.41 2.84 3.91
O -4.59 2.81 3.99
O -2.87 3.03 2.85
H -2.47 4.01 5.20
H -1.60 2.55 4.74
H -2.93 2.32 5.89
C 4.33 3.52 6.78
N 3.96 2.13 7.24
O 4.20 1.21 6.47
O 3.35 2.07 8.27
H 5.28 3.78 7.27
H 3.52 4.12 7.09
H 4.34 3.53 5.71
C -5.35 3.02 0.71
N -4.09 3.75 0.43
O -3.15 3.10 0.04
O -4.06 4.95 0.72
H -5.88 3.56 1.52
H -5.09 2.00 1.02
H -5.98 2.99 -0.19
C -4.74 -1.37 3.98
N -3.96 -0.61 5.04
O -3.12 0.19 4.68
O -4.21 -0.88 6.21
H -4.03 -2.16 3.66
H -5.02 -0.73 3.14
H -5.64 -1.78 4.41
C 2.84 -1.89 -5.97
N 2.44 -1.20 -4.74
O 3.31 -0.79 -3.94
O 1.23 -1.20 -4.54
H 2.57 -2.94 -5.88
H 3.93 -1.83 -6.08
H 2.37 -1.40 -6.82
C 3.94 -1.22 2.89
N 3.26 -2.35 2.27
O 2.12 -2.11 1.89
O 3.83 -3.34 2.05
H 4.11 -0.57 2.03
H 4.82 -1.71 3.29
H 3.29 -0.63 3.51
C 4.08 -3.87 -1.33
N 3.27 -4.69 -2.18
O 3.81 -5.04 -3.24
O 2.14 -4.94 -1.88
H 3.73 -3.94 -0.34
H 4.03 -2.92 -1.77
H 5.12 -4.17 -1.41
C -0.34 -3.08 3.19
N -1.45 -4.15 3.16
O -1.44 -4.98 2.31
O -2.19 -4.13 4.14
H 0.66 -3.55 2.99
H -0.50 -2.57 4.11
H -0.49 -2.41 2.32
C -0.55 1.34 -0.53
C -0.57 0.24 0.52
C -1.96 0.21 1.20
C -2.94 -0.47 0.19
C -2.43 -1.91 -0.18
C -1.07 -1.80 -0.87
N -0.18 -1.05 0.05
O 1.16 -0.99 -0.57
C -0.52 -3.26 -0.97
C -1.17 -1.25 -2.32
C 0.33 0.62 1.74
H 0.27 1.23 -1.22
H -0.50 2.38 0.00
H -1.48 1.37 -1.07
H -1.98 -0.43 2.10
H -2.30 1.28 1.46
H -2.90 0.19 -0.66
H -3.97 -0.41 0.46
H -3.10 -2.36 -0.92
H -2.24 -2.49 0.77
H -0.64 -3.83 -0.05
H -0.75 -3.71 -1.90
H 0.57 -3.20 -0.98
H -0.15 -1.03 -2.75
H -1.81 -1.95 -2.94
H -1.70 -0.27 -2.35
H 0.46 -0.32 2.29
H -0.17 1.37 2.35
H 1.34 0.97 1.39
H 1.62 -1.29 0.19
C -0.06 2.83 -4.25
C -0.12 4.31 -3.82
C 0.89 5.12 -4.57
C 0.64 6.62 -4.70
C -0.82 6.89 -5.00
C -1.78 6.17 -4.16
N -1.48 4.77 -4.21
O -2.42 4.07 -3.42
C -1.73 6.76 -2.68
C -3.18 6.42 -4.75
C 0.21 4.35 -2.32
H -0.52 2.16 -3.52
H -0.71 2.66 -5.19
H 0.95 2.48 -4.43
H 1.85 5.10 -4.04
H 1.03 4.59 -5.51
H 0.99 7.07 -3.79
H 1.30 7.08 -5.43
H -1.00 6.52 -6.04
H -1.03 7.94 -4.85
H -0.78 7.04 -2.32
H -2.25 6.13 -1.95
H -2.29 7.67 -2.71
H -3.86 6.05 -4.03
H -3.15 5.86 -5.68
H -3.32 7.53 -4.79
H 1.29 4.08 -2.26
H 0.20 5.37 -1.93
H -0.43 3.72 -1.71
H -2.21 4.34 -2.48
C -1.55 -10.77 -1.59
C -1.09 -9.33 -1.80
C 0.37 -9.34 -2.20
C 0.83 -7.97 -2.79
C -0.11 -7.65 -3.98
C -1.56 -7.66 -3.63
N -1.96 -8.87 -2.94
O -3.26 -8.73 -2.45
C -1.92 -6.35 -2.80
C -2.38 -7.49 -4.94
C -1.30 -8.63 -0.46
H -1.58 -11.35 -2.49
H -2.61 -10.82 -1.16
H -0.84 -11.27 -0.85
H 1.01 -9.57 -1.39
H 0.60 -10.14 -2.94
H 1.89 -8.00 -3.12
H 0.82 -7.28 -1.91
H 0.15 -8.35 -4.83
H 0.04 -6.69 -4.45
H -1.34 -6.34 -1.85
H -1.54 -5.47 -3.34
H -2.97 -6.25 -2.49
H -3.38 -7.80 -4.83
H -2.37 -6.37 -5.18
H -2.00 -8.04 -5.81
H -2.36 -8.46 -0.15
H -0.85 -7.63 -0.44
H -0.74 -9.21 0.30
H -3.77 -9.40 -2.82
C 3.30 5.79 -0.87
C 3.29 5.56 0.60
C 3.41 7.03 1.20
C 3.18 7.06 2.72
C 1.92 6.36 3.11
C 1.65 4.99 2.44
N 2.04 5.09 0.99
O 1.80 3.80 0.44
C 2.41 4.00 3.15
C 0.15 4.63 2.49
C 4.51 4.78 1.06
H 2.37 6.16 -1.26
H 3.49 4.89 -1.50
H 4.10 6.49 -1.30
H 4.36 7.41 0.99
H 2.72 7.67 0.63
H 3.11 8.04 3.16
H 4.06 6.63 3.19
H 1.04 6.96 2.84
H 1.92 6.25 4.19
H 2.22 3.93 4.22
H 2.30 3.03 2.67
H 3.53 4.17 2.98
H -0.48 5.17 1.71
H -0.01 3.55 2.36
H -0.14 4.90 3.49
H 4.88 5.02 2.04
H 5.40 4.92 0.40
H 4.41 3.71 1.06
H 0.99 3.92 -0.09
```

Values from the calculation:
Kohn-Sham gap: 8.21 eV

---

This record from OMol25 describes a cluster of 8 separate species, C47H112N8O8 in total in a non-equilibrium geometry. The level of theory is ωB97M-V/def2-TZVPD.

Structure (XYZ):
```
175
Properties=species:S:1:pos:R:3
C -25.34 -4.09 -23.64
C -25.23 -4.13 -25.12
C -26.59 -4.64 -25.80
C -25.03 -2.73 -25.68
C -23.55 -2.17 -25.71
C -22.72 -3.26 -26.29
C -22.75 -4.67 -25.80
C -22.18 -5.59 -26.93
C -22.01 -4.87 -24.49
N -24.19 -5.04 -25.66
O -24.38 -6.31 -25.17
H -25.29 -5.07 -23.16
H -24.59 -3.46 -23.18
H -26.28 -3.64 -23.33
H -26.39 -4.93 -26.83
H -27.09 -5.48 -25.30
H -27.31 -3.82 -25.87
H -25.24 -2.67 -26.75
H -25.65 -2.03 -25.13
H -23.52 -1.27 -26.32
H -23.12 -1.84 -24.76
H -21.68 -2.96 -26.22
H -22.94 -3.23 -27.36
H -22.95 -5.85 -27.66
H -21.78 -6.47 -26.43
H -21.37 -5.06 -27.43
H -21.99 -5.90 -24.13
H -22.36 -4.20 -23.71
H -20.97 -4.56 -24.61
H -24.66 -6.82 -25.94
C -23.75 -8.67 -22.05
C -24.13 -10.16 -22.32
C -25.24 -10.28 -23.44
C -22.93 -11.00 -22.88
C -21.91 -11.38 -21.82
C -22.70 -12.15 -20.68
C -23.84 -11.32 -20.03
C -24.67 -12.27 -19.16
C -23.21 -10.22 -19.16
N -24.69 -10.78 -21.11
O -25.87 -10.19 -20.68
H -24.59 -8.14 -21.62
H -22.86 -8.46 -21.45
H -23.61 -8.21 -23.03
H -25.63 -11.30 -23.37
H -26.17 -9.72 -23.29
H -24.89 -10.22 -24.47
H -23.33 -11.94 -23.27
H -22.40 -10.41 -23.63
H -21.21 -12.11 -22.23
H -21.25 -10.55 -21.56
H -21.90 -12.25 -19.96
H -22.95 -13.20 -20.87
H -25.22 -12.99 -19.77
H -25.36 -11.72 -18.52
H -24.00 -12.73 -18.44
H -22.41 -9.65 -19.62
H -22.67 -10.62 -18.30
H -24.01 -9.55 -18.84
H -25.54 -9.36 -20.32
C -27.79 -11.14 -26.83
C -26.67 -10.59 -27.79
C -27.38 -10.41 -29.17
C -26.15 -9.16 -27.28
C -24.77 -8.64 -27.82
C -23.75 -9.79 -27.69
C -24.29 -11.13 -28.31
C -24.13 -11.05 -29.83
C -23.21 -12.08 -27.82
N -25.55 -11.57 -27.82
O -25.94 -12.85 -28.17
H -27.45 -11.39 -25.83
H -28.56 -10.38 -26.66
H -28.25 -12.05 -27.20
H -28.38 -9.98 -29.13
H -26.83 -9.79 -29.88
H -27.47 -11.35 -29.71
H -26.92 -8.48 -27.64
H -26.16 -9.22 -26.19
H -24.83 -8.39 -28.88
H -24.36 -7.87 -27.17
H -23.42 -9.91 -26.66
H -22.79 -9.61 -28.17
H -23.31 -11.72 -30.08
H -23.89 -10.09 -30.29
H -24.94 -11.49 -30.42
H -23.19 -12.07 -26.73
H -22.29 -11.81 -28.34
H -23.48 -13.09 -28.14
H -25.77 -13.35 -27.37
C -24.24 0.90 -28.67
O -24.45 1.45 -27.37
C -25.67 1.10 -26.82
C -25.98 1.59 -25.35
C -24.95 1.15 -24.36
N -27.33 1.24 -24.92
H -23.36 1.36 -29.12
H -25.12 1.15 -29.26
H -24.05 -0.17 -28.81
H -26.39 1.54 -27.52
H -25.80 0.02 -26.91
H -25.87 2.68 -25.34
H -23.96 1.45 -24.69
H -24.91 0.06 -24.37
H -25.19 1.58 -23.38
H -27.98 1.65 -25.57
H -27.67 1.43 -23.99
C -28.36 -0.11 -30.49
O -29.33 -0.79 -29.80
C -28.97 -0.86 -28.41
C -29.82 -1.79 -27.51
C -30.43 -3.04 -28.20
N -30.95 -1.02 -27.15
H -27.33 -0.45 -30.36
H -28.35 0.91 -30.11
H -28.70 -0.01 -31.52
H -27.94 -1.18 -28.25
H -28.90 0.13 -27.96
H -29.28 -2.06 -26.60
H -30.96 -3.58 -27.42
H -29.64 -3.71 -28.54
H -31.00 -2.80 -29.10
H -30.51 -0.15 -26.88
H -31.50 -0.73 -27.95
C -28.11 -0.77 -22.56
O -29.21 -1.63 -22.41
C -30.16 -1.54 -23.45
C -31.18 -2.74 -23.51
C -30.58 -4.11 -23.72
N -32.09 -2.55 -24.64
H -27.38 -1.04 -23.32
H -27.51 -0.69 -21.65
H -28.31 0.29 -22.75
H -30.52 -0.52 -23.41
H -29.67 -1.53 -24.43
H -31.70 -2.72 -22.55
H -29.55 -3.86 -24.01
H -31.05 -4.76 -24.45
H -30.57 -4.58 -22.73
H -31.58 -2.48 -25.51
H -32.56 -1.66 -24.62
C -29.19 -7.94 -24.88
O -28.96 -7.94 -23.40
C -27.89 -7.12 -23.06
C -27.80 -7.04 -21.45
C -29.02 -6.32 -20.84
N -26.67 -6.34 -20.91
H -29.42 -6.95 -25.27
H -30.07 -8.57 -24.98
H -28.46 -8.49 -25.48
H -26.91 -7.42 -23.43
H -28.16 -6.14 -23.44
H -27.95 -8.03 -21.01
H -29.98 -6.82 -21.03
H -28.98 -5.38 -21.38
H -29.00 -6.07 -19.78
H -26.21 -5.49 -21.23
H -26.94 -6.03 -19.99
C -18.68 -1.57 -20.01
O -20.06 -1.34 -19.76
C -20.94 -1.50 -20.91
C -22.42 -1.08 -20.57
C -23.30 -0.83 -21.81
N -22.69 0.12 -19.81
H -18.47 -2.45 -20.61
H -18.17 -1.71 -19.05
H -18.21 -0.69 -20.45
H -20.50 -0.77 -21.60
H -20.95 -2.51 -21.32
H -22.92 -1.77 -19.89
H -24.34 -1.04 -21.58
H -22.99 -1.52 -22.59
H -23.26 0.20 -22.17
H -22.20 -0.16 -18.98
H -22.26 0.97 -20.15
```

Values from the calculation:
energy relative to the best compared isomer or geometry (same formula, charge and spin): 116.6 kcal/mol
Kohn-Sham gap: 8.31 eV

---

| no. | E_LUMO (hartree) |
| --- | --- |
| 1 | -0.0068 |
| 2 | 0.0159 |